1.
Formula: C33H26BrN3PdSb
Source: OMol25
Level of theory: ωB97M-V with the def2-TZVPD basis set

Positions of all 65 atoms, in Å:
Pd 0.0806 2.1631 0.6849
C 3.6253 -0.2711 1.3481
C 4.1243 0.3334 2.4883
C 3.4518 1.4261 3.0302
C 2.2977 1.8684 2.4228
N 1.7907 1.2403 1.3172
C 2.4501 0.2112 0.7949
C 1.5531 3.0909 2.8520
C 1.7814 3.8819 3.9635
C 0.9504 4.9786 4.1831
C -0.0868 5.2755 3.2969
C -0.2716 4.4596 2.1969
N 0.5576 3.4217 2.0199
C -1.2659 4.6178 1.0902
C -2.1444 5.6702 0.9850
C -2.9034 5.8030 -0.1754
C -2.7357 4.8899 -1.2013
C -1.8639 3.8273 -1.0225
N -1.1619 3.6706 0.0989
H 4.1345 -1.1025 0.8831
H 5.0385 -0.0208 2.9449
H 3.8438 1.9298 3.9017
H 2.0307 -0.2323 -0.0963
H 2.5805 3.6505 4.6522
H 1.1064 5.6039 5.0516
H -0.7330 6.1238 3.4693
H -2.2312 6.3927 1.7837
H -3.5961 6.6271 -0.2792
H -3.2733 4.9870 -2.1333
H -1.7176 3.0899 -1.7980
Br -1.2767 0.5460 -0.8491
C 1.3870 -3.2644 2.8308
C 1.8465 -3.7392 1.6089
C 1.2703 -3.2867 0.4292
C 0.2216 -2.3702 0.4982
C -0.2444 -1.8870 1.7181
C 0.3472 -2.3425 2.8865
Sb -0.6601 -1.8518 -1.3107
C -2.4544 -2.8025 -1.6477
C -2.9042 -2.9434 -2.9603
C -4.1166 -3.5738 -3.1838
C -4.8679 -4.0344 -2.1086
C -4.4153 -3.8784 -0.8029
C -3.2052 -3.2518 -0.5616
C 0.6146 -1.9904 -2.9348
C 1.3004 -0.9602 -3.5632
C 2.1201 -1.2775 -4.6359
C 2.2465 -2.5959 -5.0567
C 1.5513 -3.6152 -4.4202
C 0.7133 -3.3219 -3.3531
H 1.8353 -3.6252 3.7470
H 2.6466 -4.4658 1.5697
H 1.6473 -3.6521 -0.5195
H -1.0758 -1.1921 1.7669
H -0.0138 -1.9918 3.8441
H -2.3162 -2.5914 -3.7998
H -4.4779 -3.7074 -4.1939
H -5.8155 -4.5239 -2.2893
H -5.0054 -4.2536 0.0216
H -2.8428 -3.1492 0.4547
H 1.1981 0.0685 -3.2422
H 2.6604 -0.4928 -5.1475
H 2.8841 -2.8316 -5.8979
H 1.6482 -4.6375 -4.7596
H 0.1411 -4.1202 -2.8906

Forces on the atoms, in the same order (eV/Å):
Pd 0.02 -0.49 -1.76
C 0.03 0.05 0.07
C -0.06 0.01 -0.05
C 0.02 -0.06 -0.07
C -0.12 0.23 -0.09
N -0.12 0.30 0.88
C -0.02 -0.04 0.00
C 0.17 -0.30 -0.04
C -0.04 0.08 0.02
C -0.12 -0.10 -0.24
C 0.14 -0.01 0.18
C -0.26 0.12 -0.34
N 0.09 0.10 0.34
C 0.43 -0.25 -0.05
C 0.02 -0.01 -0.02
C 0.03 -0.07 -0.06
C -0.02 0.11 0.06
C 0.00 -0.01 0.10
N -0.32 0.46 0.99
H 0.00 -0.01 -0.01
H 0.00 -0.01 0.01
H 0.00 0.02 0.01
H -0.04 -0.02 -0.01
H 0.00 0.02 0.03
H 0.01 0.01 0.00
H 0.02 0.02 0.03
H 0.01 0.03 -0.01
H 0.00 0.00 0.00
H -0.01 -0.01 0.00
H -0.04 -0.01 -0.01
Br 0.11 0.30 -0.02
C 0.02 -0.02 -0.02
C -0.01 0.05 0.00
C 0.03 0.02 0.08
C 0.17 -0.03 -0.04
C -0.12 -0.08 -0.03
C 0.03 0.03 0.02
Sb 0.01 -0.41 0.15
C -0.15 0.17 -0.04
C 0.06 -0.02 -0.11
C -0.04 -0.01 0.02
C 0.03 0.01 0.00
C -0.02 -0.01 -0.03
C 0.08 -0.09 0.13
C -0.20 -0.31 0.03
C 0.03 0.04 0.08
C 0.02 0.04 0.01
C -0.01 -0.01 0.00
C -0.03 -0.05 0.02
C 0.16 0.14 -0.24
H -0.01 0.00 0.01
H 0.01 0.00 0.01
H -0.04 -0.01 -0.02
H 0.04 0.01 0.01
H -0.01 0.00 0.00
H 0.00 0.02 0.00
H 0.01 0.01 -0.02
H 0.00 -0.01 -0.01
H 0.01 0.02 0.02
H -0.02 0.01 0.00
H -0.01 0.02 0.01
H -0.01 0.00 -0.01
H 0.01 0.01 0.00
H 0.00 0.00 -0.01
H 0.01 0.00 0.03

Results
Gap between HOMO and LUMO ... 7.712 eV
Relative energy (zero: lowest compared OMol25 entry of this formula, charge and spin) ... 20.3 kJ/mol
Largest force on an atom ... 1.826 eV Å⁻¹
Spin multiplicity ... 1
Charge ... +3
Lowest unoccupied orbital energy ... -9.162 eV
HOMO energy ... -16.9 eV

=====

2.
Formula: C33H26F6N4O3
Source: OMol25
Level of theory: ωB97M-V with the def2-TZVPD basis set

Positions of all 72 atoms, in Å:
F 5.8762 -4.8172 -0.3575
C 5.6981 -3.5389 -0.7428
F 5.5773 -2.7372 0.3316
F 6.7197 -3.1341 -1.5203
C 4.4048 -3.4627 -1.5617
N 4.0882 -2.0698 -1.9172
C 4.3610 -1.7005 -3.2891
C 3.4080 -2.0000 -4.2632
C 3.6598 -1.7593 -5.5919
C 4.8654 -1.2111 -5.9803
C 5.8234 -0.9147 -5.0298
C 5.5851 -1.1641 -3.6962
C 3.2468 -1.2959 -1.0567
C 3.4699 0.0768 -0.8769
C 2.6504 0.8301 -0.0828
C 1.5238 0.2672 0.5560
C 0.6977 1.0896 1.3557
C -0.5931 0.8291 1.8657
C -1.1420 1.6971 2.8351
C -2.3837 1.4824 3.3657
C -3.1719 0.4044 2.9404
N -4.4830 0.1743 3.4611
C -4.6770 0.0033 4.9092
C -4.1977 -1.3920 5.3337
F -4.2206 -1.4601 6.6781
F -5.0263 -2.3068 4.8001
F -2.9479 -1.5739 4.8679
C -5.5485 -0.2655 2.5939
C -5.7071 -1.6111 2.2626
C -6.6505 -1.9946 1.3412
C -7.4688 -1.0532 0.7503
C -7.3438 0.2786 1.0921
C -6.3927 0.6739 2.0020
C -2.6592 -0.4248 1.9355
C -1.4120 -0.2288 1.4197
C 1.3284 -1.1204 0.3970
C 2.1590 -1.8709 -0.3839
H 4.5367 -4.0442 -2.4761
H 3.5967 -3.9203 -0.9925
H 2.4894 -2.4680 -3.9518
H 2.9239 -2.0269 -6.3313
H 5.0616 -1.0335 -7.0246
H 6.7718 -0.5107 -5.3420
H 6.3544 -0.9968 -2.9605
H 4.3293 0.5235 -1.3457
H 2.8482 1.8786 0.0528
H 1.1188 2.0398 1.6289
H -0.5597 2.5404 3.1605
H -2.7869 2.1649 4.0929
H -4.1346 0.7667 5.4676
H -5.7364 0.1093 5.1502
H -5.1062 -2.3423 2.7769
H -6.7572 -3.0367 1.0946
H -8.2118 -1.3634 0.0351
H -8.0039 1.0073 0.6542
H -6.2989 1.7087 2.2850
H -3.2580 -1.2493 1.5924
H -1.0886 -0.8598 0.6159
H 0.5613 -1.6206 0.9558
H 1.9597 -2.9203 -0.5048
C 0.4198 4.4820 -0.2936
C 1.7579 4.7904 -0.6062
O 2.5719 5.0895 0.2604
N 2.1407 4.7324 -1.9360
C 1.2928 4.3574 -2.9540
O 1.6750 4.2916 -4.1047
N -0.0047 4.0504 -2.6105
C -0.4759 4.0860 -1.3060
O -1.6340 3.7712 -1.0510
H 0.0818 4.5432 0.7253
H 3.0922 4.9785 -2.1595
H -0.6443 3.7820 -3.3422

Forces on the atoms, in the same order (eV/Å):
F 0.53 0.56 0.18
C -1.64 0.11 -1.01
F 0.73 -0.43 -0.10
F 0.20 -0.24 0.87
C -0.33 0.67 -0.25
N -0.33 -0.07 0.87
C 0.10 0.26 -0.24
C 0.08 -0.06 0.81
C -0.07 -0.05 -0.32
C 0.04 0.06 -0.11
C 0.11 0.04 -0.29
C -0.39 -0.28 0.78
C 0.50 -0.36 -1.06
C 0.31 -0.25 -0.37
C -0.26 0.06 0.12
C 0.03 -0.15 0.04
C -0.18 -0.19 -0.06
C 0.03 -0.03 -0.12
C 0.21 -0.13 -0.11
C -0.36 -0.15 0.37
C -0.95 -0.20 0.13
N 0.48 0.40 0.35
C 0.26 0.19 -0.84
C -0.62 1.98 -0.16
F 0.24 -0.68 -0.46
F 0.68 -0.49 0.96
F -0.30 -0.72 0.54
C 0.20 -0.25 -0.59
C 0.38 0.34 0.42
C -0.24 -0.21 -0.12
C -0.11 -0.05 -0.12
C -0.36 -0.05 -0.17
C 0.64 0.03 0.63
C -0.28 -0.13 0.02
C -0.13 0.21 -0.13
C 0.14 0.05 0.17
C 0.25 -0.29 -0.11
H 0.06 0.04 0.11
H 0.17 -0.05 0.11
H -0.29 -0.01 0.04
H -0.15 0.01 -0.12
H 0.05 0.06 -0.15
H 0.17 0.09 0.02
H 0.08 0.15 0.13
H 0.11 0.14 -0.16
H 0.07 0.36 0.00
H 0.15 0.48 0.00
H 0.11 0.27 0.05
H -0.04 0.18 0.17
H 0.14 -0.16 0.02
H 0.10 -0.10 -0.05
H 0.10 -0.09 -0.39
H -0.03 -0.22 -0.07
H -0.13 -0.02 -0.14
H -0.07 0.17 -0.10
H 0.11 0.23 -0.03
H -0.12 -0.09 -0.18
H -0.04 -0.08 -0.17
H -0.09 -0.15 0.04
H -0.07 -0.22 0.09
C 0.49 -0.39 -1.07
C -0.99 -0.04 1.47
O 1.47 0.27 0.29
N -0.57 -0.26 -0.37
C 0.10 0.00 -0.46
O 0.22 -0.03 -0.62
N 0.74 0.20 0.09
C -0.27 0.16 1.71
O -1.18 -0.49 -0.64
H -0.04 0.08 0.03
H -0.10 -0.04 -0.16
H 0.15 0.03 -0.01

Results
Gap between HOMO and LUMO ... 3.570 eV
Largest force on an atom ... 2.084 eV Å⁻¹
Spin multiplicity ... 1
Charge ... 0
Lowest unoccupied orbital energy ... -2.758 eV
HOMO energy ... -6.3 eV

=====

3.
Formula: C33H26N2PRh
Source: OMol25
Level of theory: ωB97M-V with the def2-TZVPD basis set

Positions of all 63 atoms, in Å:
Rh 0.1490 0.2525 0.3137
N -1.6813 1.2588 1.1547
C -2.8866 0.6739 0.5879
C -4.0474 1.4192 0.4746
C -5.2000 0.8319 -0.0319
C -5.2082 -0.5026 -0.4138
C -4.0455 -1.2491 -0.3184
C -2.8757 -0.6585 0.1555
P -1.2941 -1.4978 0.1791
C -0.3018 -1.0656 -1.2671
C -0.5881 0.1321 -1.8985
C 0.4426 0.8508 -2.7391
C 1.7752 0.1592 -2.7823
C 2.0898 -0.7689 -1.8829
C 1.1014 -1.2461 -0.8995
C -1.4027 -3.2547 0.4291
C -1.7740 -3.7522 1.6805
C -1.8894 -5.1184 1.8638
C -1.6293 -5.9829 0.8070
C -1.2580 -5.4887 -0.4358
C -1.1439 -4.1219 -0.6339
H -1.5973 0.9835 2.1318
H -1.7589 2.2710 1.1610
H -4.0657 2.4511 0.8053
H -6.1042 1.4205 -0.1091
H -6.1144 -0.9559 -0.7902
H -4.0347 -2.2886 -0.6231
H -1.6224 0.4372 -2.0217
H 0.0450 0.9575 -3.7516
H 2.4782 0.4588 -3.5507
H 3.0679 -1.2334 -1.8921
H 1.3678 -2.1373 -0.3447
H -1.9755 -3.0778 2.5046
H -2.1792 -5.5112 2.8286
H -1.7195 -7.0508 0.9537
H -1.0613 -6.1677 -1.2541
H -0.8641 -3.7343 -1.6050
C 1.6356 -0.4273 4.3422
C 2.7934 0.3502 4.3525
C 3.1330 1.0736 3.2334
C 2.3111 1.0220 2.0921
C 1.1458 0.2189 2.0651
C 0.8257 -0.4946 3.2149
C 2.5717 1.7974 0.9153
C 3.7243 2.5974 0.7260
C 3.8527 3.3299 -0.4059
C 2.8270 3.2865 -1.3888
C 2.9018 4.0409 -2.5516
C 1.8904 4.0437 -3.5371
C 0.8083 3.2563 -3.3568
C 0.6360 2.3497 -2.2031
C 1.7081 2.4421 -1.1643
N 1.6074 1.7246 -0.0560
H 1.3675 -0.9940 5.2251
H 3.4169 0.3871 5.2344
H 4.0254 1.6845 3.2538
H -0.0501 -1.1316 3.2427
H 4.4926 2.6144 1.4828
H 4.7231 3.9526 -0.5716
H 3.7784 4.6633 -2.6992
H 1.9880 4.6726 -4.4104
H 0.0143 3.2481 -4.0949
H -0.3224 2.5979 -1.7257

Forces on the atoms, in the same order (eV/Å):
Rh 0.01 -0.53 0.20
N 0.07 0.02 0.04
C -0.04 0.01 -0.02
C -0.01 0.01 0.03
C 0.00 0.00 0.00
C 0.01 -0.02 0.00
C -0.01 0.01 0.00
C 0.03 -0.07 0.03
P 0.08 0.39 -0.34
C 0.04 -0.03 0.06
C -0.04 0.00 0.05
C -0.01 0.07 0.02
C -0.01 -0.01 0.01
C 0.02 0.00 -0.03
C -0.02 0.02 0.08
C 0.04 0.05 0.09
C 0.01 0.03 0.01
C 0.00 0.01 0.00
C 0.00 0.00 -0.01
C 0.01 -0.01 0.00
C 0.00 -0.01 0.03
H 0.01 0.03 0.01
H 0.01 0.00 -0.06
H 0.00 0.00 0.00
H 0.00 0.00 0.00
H 0.00 0.00 0.00
H -0.01 0.00 0.00
H 0.01 0.02 -0.01
H 0.00 -0.03 -0.01
H 0.00 0.01 0.00
H 0.00 0.00 0.01
H 0.00 -0.03 -0.05
H -0.01 0.00 0.00
H 0.00 0.00 0.00
H 0.00 0.00 0.00
H 0.00 0.00 0.00
H 0.00 0.00 -0.01
C -0.05 -0.02 -0.04
C 0.05 0.03 -0.01
C 0.01 -0.01 0.03
C -0.02 0.03 -0.02
C -0.11 -0.04 -0.15
C 0.07 -0.01 0.08
C 0.02 -0.04 0.03
C -0.01 0.02 -0.01
C 0.02 0.00 0.03
C 0.00 0.03 -0.04
C 0.00 -0.03 0.04
C -0.04 0.01 -0.03
C 0.02 0.01 0.02
C 0.01 -0.08 -0.06
C 0.02 -0.01 0.08
N -0.18 0.11 -0.09
H 0.01 0.00 0.00
H -0.01 0.00 0.00
H -0.01 0.00 0.01
H 0.00 0.00 -0.02
H -0.01 0.00 0.00
H 0.00 0.00 -0.01
H 0.00 0.00 0.00
H 0.01 0.00 0.00
H 0.01 -0.01 -0.01
H 0.01 0.03 0.01

Results
Gap between HOMO and LUMO ... 5.713 eV
Relative energy (zero: lowest compared OMol25 entry of this formula, charge and spin) ... 246.0 kJ/mol
Largest force on an atom ... 0.567 eV Å⁻¹
Spin multiplicity ... 1
Charge ... +2
Lowest unoccupied orbital energy ... -7.942 eV
HOMO energy ... -13.7 eV

=====

| no. | energy (hartree) |
| --- | --- |
| 1 | -4378.649502 |
| 2 | -2317.068069 |
| 3 | -1833.993674 |